Entry 1:
The following is a DFT calculation (ωB97M-V with the def2-TZVPD basis set) of a cluster of 3 separate species, C27H41F9N2O7 in total at a distorted geometry.

Each line ends with the Mulliken charge.
Cartesian coordinates (Å):
C1 -5.66 -1.40 2.52  0.008
C2 -5.40 -1.11 3.67  -0.501
C3 -4.69 -0.62 4.98  -0.429
C4 -3.85 -1.77 5.69  -0.693
C5 -2.31 -1.79 5.26  -0.740
C6 -2.26 -2.04 3.72  0.185
C7 -2.12 -1.09 2.72  1.221
C8 -1.92 0.44 3.00  -0.908
C9 -1.23 1.25 1.83  -1.605
C10 0.29 0.97 1.62  0.930
F1 0.52 1.07 0.22  -0.333
F2 0.71 -0.32 1.96  -0.278
C11 1.29 2.01 2.28  0.640
F3 2.57 1.83 1.77  -0.311
F4 0.90 3.29 1.82  -0.310
C12 1.26 2.09 3.86  0.437
F5 0.03 2.54 4.36  -0.252
F6 2.16 3.10 4.21  -0.301
C13 1.76 0.79 4.63  0.589
F7 2.21 1.19 5.88  -0.273
F8 0.77 -0.14 4.86  -0.142
F9 2.80 0.15 4.02  -0.231
C14 -2.15 -1.80 1.33  0.327
O1 -2.04 -1.32 0.24  -0.478
O2 -2.38 -3.16 1.61  -0.175
C15 -2.37 -3.42 2.98  -0.044
O3 -2.40 -4.47 3.55  -0.563
H1 -5.85 -1.44 1.42  0.382
H2 -5.51 -0.31 5.71  0.403
H3 -4.08 0.31 4.81  0.144
H4 -3.88 -1.57 6.81  0.397
H5 -4.29 -2.78 5.49  0.382
H6 -1.73 -0.89 5.59  0.253
H7 -1.85 -2.70 5.77  0.401
H8 -2.97 0.87 3.11  0.412
H9 -1.44 0.55 4.01  0.356
H10 -1.38 2.36 2.06  0.469
H11 -1.79 1.06 0.87  0.651
C16 1.62 3.52 -4.12  -0.710
O4 1.25 4.16 -2.91  -0.402
C17 1.84 3.56 -1.76  -0.704
C18 2.87 4.50 -1.14  0.003
N1 4.06 4.61 -1.98  -0.380
C19 4.97 5.67 -1.56  -0.707
C20 4.46 7.12 -1.65  -0.503
O5 4.24 7.58 -2.97  -0.426
C21 2.96 7.25 -3.51  -0.532
H12 1.01 3.94 -4.93  0.246
H13 2.67 3.70 -4.36  0.307
H14 1.43 2.44 -4.07  0.330
H15 2.28 2.58 -1.98  0.453
H16 1.03 3.41 -1.04  0.184
H17 3.16 4.11 -0.15  0.376
H18 2.39 5.47 -1.00  0.122
H19 3.77 4.79 -2.93  0.093
H20 5.85 5.60 -2.21  0.361
H21 5.31 5.47 -0.54  0.402
H22 5.25 7.76 -1.24  0.368
H23 3.58 7.29 -1.02  0.346
H24 2.19 7.21 -2.74  0.278
H25 3.01 6.30 -4.05  0.169
H26 2.69 8.02 -4.23  0.299
C22 -1.63 -6.77 -1.10  -0.683
O6 -2.24 -5.63 -1.68  -0.401
C23 -1.74 -4.39 -1.17  -0.691
C24 -0.94 -3.65 -2.23  0.045
N2 0.33 -4.32 -2.49  -0.378
C25 1.04 -3.81 -3.67  -0.680
C26 0.37 -3.98 -5.03  -0.498
O7 0.27 -5.33 -5.46  -0.429
C27 -0.87 -6.03 -4.97  -0.528
H27 -2.18 -7.65 -1.44  0.248
H28 -0.59 -6.86 -1.42  0.309
H29 -1.69 -6.72 -0.01  0.297
H30 -1.16 -4.53 -0.25  0.392
H31 -2.62 -3.79 -0.91  0.187
H32 -0.74 -2.63 -1.88  0.406
H33 -1.55 -3.59 -3.13  0.109
H34 0.16 -5.31 -2.64  0.092
H35 2.00 -4.33 -3.70  0.366
H36 1.26 -2.75 -3.51  0.390
H37 1.00 -3.49 -5.77  0.367
H38 -0.61 -3.48 -5.09  0.342
H39 -1.73 -5.38 -4.83  0.275
H40 -0.63 -6.55 -4.04  0.169
H41 -1.13 -6.80 -5.71  0.299

Values from the calculation:
**Charge**: 0
**Total energy**: -2588.191248 a.u.
**Kohn-Sham gap**: 7.54 eV
**Multiplicity**: 1

=====

Entry 2:
The following is a DFT calculation (ωB97M-V with the def2-TZVPD basis set) of a structure of composition C27H41IrO3Se2 at a distorted geometry.

Each line ends with the Mulliken charge.
Cartesian coordinates (Å):
Ir1 0.19 1.34 0.50  3.204
C1 3.14 1.37 -3.08  -1.730
C2 2.73 1.75 -1.69  0.114
C3 2.10 2.94 -1.42  -0.404
C4 1.73 3.30 -0.09  0.265
C5 1.19 4.67 0.21  -1.714
C6 2.13 2.45 0.96  -1.153
C7 2.86 1.24 0.71  0.867
C8 3.49 0.42 1.82  -2.092
C9 3.07 0.90 -0.60  -0.181
H1 2.87 0.34 -3.31  0.385
H2 4.23 1.45 -3.18  0.440
H3 2.70 2.03 -3.83  0.391
H4 1.91 3.63 -2.23  0.884
H5 0.29 4.63 0.82  0.265
H6 0.96 5.22 -0.71  0.403
H7 1.93 5.24 0.76  0.437
H8 2.15 2.88 1.96  1.438
H9 4.51 0.17 1.54  0.520
H10 2.96 -0.52 1.97  0.306
H11 3.54 0.97 2.76  0.383
H12 3.61 -0.01 -0.82  0.618
C10 0.06 -0.47 3.92  -0.835
Se1 0.68 1.18 3.12  0.269
C11 -0.76 2.35 3.70  -0.912
C12 -2.08 2.00 3.05  -0.517
Se2 -1.94 2.37 1.16  0.033
C13 -3.21 1.07 0.50  -0.247
H13 0.22 -0.34 4.99  0.510
H14 0.69 -1.27 3.54  0.254
H15 -0.98 -0.66 3.69  0.206
H16 -0.41 3.35 3.44  0.403
H17 -0.82 2.29 4.79  0.546
H18 -2.88 2.62 3.46  0.626
H19 -2.36 0.96 3.15  0.168
H20 -4.17 1.33 0.95  0.580
H21 -2.89 0.07 0.78  -0.215
H22 -3.26 1.19 -0.58  0.094
C14 -1.32 -7.12 -0.61  -1.555
C15 -0.97 -5.69 -0.34  0.140
C16 0.11 -5.05 -0.90  -0.652
C17 0.41 -3.67 -0.64  0.885
C18 1.67 -3.19 -1.26  -1.356
C19 -0.45 -2.87 0.17  0.417
C20 -1.48 -3.51 0.82  1.413
C21 -2.43 -2.94 1.82  -1.539
C22 -1.72 -4.91 0.55  -0.559
C23 -0.22 -1.38 0.25  -0.376
O1 -0.75 -0.67 1.17  -1.333
O2 0.47 -0.81 -0.61  -0.900
H23 -0.88 -7.46 -1.55  0.412
H24 -2.40 -7.25 -0.66  0.429
H25 -0.94 -7.76 0.19  0.340
H26 0.78 -5.59 -1.54  0.496
H27 2.34 -4.02 -1.47  0.574
H28 2.18 -2.44 -0.65  0.123
H29 1.43 -2.70 -2.21  0.326
H30 -2.35 -1.87 1.95  -0.338
H31 -2.25 -3.43 2.78  0.482
H32 -3.46 -3.20 1.55  0.603
H33 -2.55 -5.38 1.09  0.549
C24 -1.17 1.73 -3.77  -0.800
C25 -1.88 2.94 -3.17  -0.669
C26 -1.07 3.20 -1.93  -0.491
O3 -0.82 1.85 -1.40  -0.359
C27 -0.72 0.92 -2.56  -0.160
H34 -0.31 2.05 -4.36  0.320
H35 -1.82 1.15 -4.42  0.424
H36 -2.92 2.70 -2.91  0.291
H37 -1.89 3.80 -3.83  0.438
H38 -1.59 3.76 -1.15  0.521
H39 -0.13 3.68 -2.16  0.080
H40 -1.37 0.08 -2.33  0.339
H41 0.30 0.57 -2.63  -0.126

Values from the calculation:
**Charge**: +3
**Total energy**: -6185.302798 a.u.
**Kohn-Sham gap (spin up / spin down)**: 6.97 / 5.33 eV
**⟨S²⟩**: 0.7693
**Multiplicity**: 2